*w*
Entry from OMol25: a gas-phase ion, CHFNO3S (charge -1) (ωB97M-V/def2-TZVPD).

Structure (XYZ):
```
8
CHFNO3S ωB97M-V/def2-TZVPD
C 0.548 -0.412 -1.235
N -0.823 -0.917 -0.643
O 1.909 0.227 0.784
O 2.857 0.628 -1.355
O 2.347 -1.764 -0.526
F 0.544 -0.432 -2.544
S 2.148 -0.296 -0.526
H -0.509 -0.845 0.298
```

Calculated values
Multiplicity: 3
Total charge: -1

***

*x*
Entry from OMol25: 2 unconnected molecules or ions with the total composition CHFNO3S (ωB97M-V/def2-TZVPD).

Structure (XYZ):
```
8
CHFNO3S ωB97M-V/def2-TZVPD
C -0.792 0.400 -1.355
N -1.071 1.633 -1.624
O 2.205 -0.322 1.150
O 0.673 -2.217 0.956
O 0.062 -0.253 2.328
F -1.620 -0.615 -1.492
S 0.807 -0.814 1.206
H -0.263 2.189 -1.169
```

Calculated values
Multiplicity: 3
Total charge: -1

***

Verdict on stability: *w* comes out at the bottom.

***

*w*
Entry from OMol25: a single C4H6N2OS molecule (ωB97M-V/def2-TZVPD).

Structure (XYZ):
```
14
C4H6N2OS ωB97M-V/def2-TZVPD
C 1.154 1.080 0.136
C 0.989 -0.096 0.724
C 0.814 1.544 -1.191
C -2.047 -1.652 0.558
N 0.323 2.630 -1.610
N -1.088 -1.034 0.064
O 0.702 -2.710 0.796
S 0.469 -1.579 -0.104
H 1.514 1.924 0.790
H 1.434 -0.441 1.709
H 0.773 0.864 -2.063
H -3.095 -1.206 0.376
H 0.098 3.429 -1.038
H -2.041 -2.754 0.853
```

Calculated values
Multiplicity: 1

***

*x*
Entry from OMol25: a single C4H6N2OS molecule (ωB97M-V/def2-TZVPD).

Structure (XYZ):
```
14
C4H6N2OS ωB97M-V/def2-TZVPD
C -0.152 2.930 -0.200
C -0.521 1.520 0.179
C 0.455 0.505 0.445
O 1.574 0.716 0.846
C 0.082 -0.875 0.035
N 1.008 -1.822 0.335
N -1.111 -1.052 -0.580
S -1.814 -2.529 -0.820
H -0.888 3.537 -0.585
H 0.882 3.394 0.033
H -1.538 1.324 -0.148
H 1.963 -1.534 0.660
H 0.704 -2.684 0.554
H -0.643 -3.430 -0.754
```

Calculated values
Multiplicity: 1
SMILES: C=CC(=O)/C(N)=N/S

***

*y*
Entry from OMol25: a molecular structure, C4H6N2OS (ωB97M-V/def2-TZVPD).

Structure (XYZ):
```
14
C4H6N2OS ωB97M-V/def2-TZVPD
C -1.421 1.557 -0.343
C 0.363 0.262 0.436
C 1.030 -1.145 0.162
C 2.445 -0.886 -0.172
H -1.527 1.917 0.926
H -2.494 0.890 -0.809
H -0.858 2.593 -1.118
H 1.206 1.036 0.439
H -0.007 0.430 1.491
H -1.315 -1.538 0.166
N 0.699 -2.314 -0.188
N 3.509 -0.316 -0.424
O -0.684 0.314 -0.389
S -0.947 -2.799 -0.176
```

Calculated values
Multiplicity: 1

***

*z*
Entry from OMol25: a single C4H6N2OS molecule (ωB97M-V/def2-TZVPD).

Structure (XYZ):
```
14
C4H6N2OS ωB97M-V/def2-TZVPD
C 1.645 -1.031 -0.115
C 0.241 -0.362 0.112
N -1.054 -0.841 0.188
C -1.914 0.119 0.020
S -3.721 0.193 0.011
N -1.265 1.346 -0.121
C 0.108 0.944 -0.100
O 1.219 1.910 0.128
H 1.456 -1.972 -0.680
H 1.964 -1.645 0.844
H 2.481 -0.364 -0.339
H -1.319 -1.850 -0.125
H -1.751 2.170 0.073
H 1.910 1.384 0.103
```

Calculated values
Multiplicity: 1
SMILES: Cc1[nH]c(=S)[nH]c1O

***

Verdict on stability: *y* comes out at the bottom.

***

*w*
Entry from OMol25: a molecular structure, C4H6N2OS (ωB97M-V/def2-TZVPD).

Structure (XYZ):
```
14
C4H6N2OS ωB97M-V/def2-TZVPD
C -0.869 -0.656 0.015
C 0.400 -0.944 -0.373
C 1.581 -0.026 -0.323
C 1.281 1.287 0.521
H -2.808 -1.123 -0.204
H -1.426 -2.696 0.127
H -1.060 0.397 0.208
H 0.478 -2.004 -0.617
H 2.035 1.359 1.315
H -1.136 2.696 -0.828
N -1.802 -1.771 0.373
N 0.380 2.233 0.453
O -0.284 1.962 -0.627
S 3.229 -0.715 -0.039
```

Calculated values
Multiplicity: 1

***

*x*
Entry from OMol25: a single C4H6N2OS molecule (ωB97M-V/def2-TZVPD).

Structure (XYZ):
```
14
C4H6N2OS ωB97M-V/def2-TZVPD
C -1.735 1.712 0.068
C -0.523 1.269 0.142
N -0.028 -0.054 0.047
C -0.847 -1.095 -0.409
O -2.031 -1.063 -0.497
C 1.347 -0.234 -0.037
N 1.758 -1.494 0.300
S 2.496 0.875 -0.446
H -2.545 1.067 -0.174
H -1.920 2.770 0.206
H 0.316 1.954 0.323
H -0.256 -1.970 -0.670
H 2.728 -1.648 0.202
H 1.239 -2.090 0.946
```

Calculated values
Multiplicity: 1
SMILES: C=CN(C=O)C(N)=S

***

*y*
Entry from OMol25: a single C4H6N2OS molecule (ωB97M-V/def2-TZVPD).

Structure (XYZ):
```
14
C4H6N2OS ωB97M-V/def2-TZVPD
H -0.580 -2.222 0.430
N -1.393 -1.617 0.804
C -1.304 -0.607 0.016
N -2.272 0.452 -0.325
C -0.035 -0.207 -0.713
O 0.359 1.117 -0.279
C 1.701 1.074 0.282
C 2.307 -0.153 0.487
S 1.333 -1.398 -0.570
H -1.931 1.382 -0.295
H -3.154 0.394 0.295
H -0.319 0.032 -1.773
H 1.940 2.039 0.665
H 3.347 -0.286 0.977
```

Calculated values
Multiplicity: 1
SMILES: [H]/N=C(/N)[C@H]1OC=CS1

***

Verdict on stability: *w* comes out at the bottom.

***

*w*
Entry from OMol25: a single C4H6N2OS molecule (ωB97M-V/def2-TZVPD).

Structure (XYZ):
```
14
C4H6N2OS ωB97M-V/def2-TZVPD
C -0.944 1.037 -0.253
C -2.988 0.152 0.818
C -1.892 -0.117 -0.171
C 2.953 0.186 0.212
N 0.328 0.973 -0.266
N -1.602 -1.463 -0.274
O -3.288 0.312 -0.372
S 1.219 -0.393 0.209
H -1.316 1.997 -0.333
H 3.315 0.247 1.224
H 3.103 1.267 -0.162
H 3.470 -0.503 -0.319
H -1.666 -2.097 0.477
H -0.693 -1.599 -0.789
```

Calculated values
Multiplicity: 1

***

*x*
Entry from OMol25: a single C4H6N2OS molecule (ωB97M-V/def2-TZVPD).

Structure (XYZ):
```
14
C4H6N2OS ωB97M-V/def2-TZVPD
C -1.947 -0.539 0.004
N -0.690 -0.115 0.243
C -0.544 1.245 0.025
C 0.897 1.524 -0.228
N 1.465 0.263 0.042
S 3.172 -0.141 0.131
C 0.559 -0.793 0.103
O 0.727 -1.997 -0.064
H -1.987 -1.766 -0.483
H -2.333 -0.749 1.070
H -2.533 0.310 -0.778
H -1.386 1.768 0.640
H 1.573 2.337 -0.115
H 3.027 -1.347 -0.591
```

Calculated values
Multiplicity: 1
SMILES: Cn1ccn(S)c1=O

***

Verdict on stability: *w* comes out at the bottom.

***

*w*
Entry from OMol25: a single C4H6N2OS molecule (ωB97M-V/def2-TZVPD).

Structure (XYZ):
```
14
C4H6N2OS ωB97M-V/def2-TZVPD
N -2.149 -1.391 0.094
C -1.897 0.005 0.000
C -0.401 0.213 -0.165
N 0.503 -0.670 -0.213
C 1.747 0.021 -0.080
S 3.093 -0.906 -0.071
C 1.427 1.313 0.086
O 0.106 1.424 -0.141
H -1.840 -1.744 -0.847
H -1.535 -1.803 0.792
H -2.500 0.383 -0.903
H -2.352 0.553 0.760
H 3.892 0.240 0.606
H 1.905 2.362 0.081
```

Calculated values
Multiplicity: 1
SMILES: NCc1nc(S)co1

***

*x*
Entry from OMol25: a single C4H6N2OS molecule (ωB97M-V/def2-TZVPD).

Structure (XYZ):
```
14
C4H6N2OS ωB97M-V/def2-TZVPD
O -3.377 -0.395 0.014
C -2.370 -0.141 -0.703
N -1.336 0.566 -0.150
C -0.808 -0.306 1.090
C 0.016 0.088 -0.131
C 1.083 0.983 -0.008
N 2.350 0.829 0.012
S 3.147 -0.647 -0.103
H -2.222 -0.715 -1.815
H -0.770 0.172 1.839
H -1.297 -1.421 1.028
H 0.370 -0.843 -0.680
H 0.826 2.137 0.080
H 4.387 -0.308 -0.473
```

Calculated values
Multiplicity: 1
SMILES: O=CN1C[C@@H]1/C=N\S

***

Verdict on stability: *x* comes out at the bottom.

***

*w*
Entry from OMol25: a single C3H7NO3 molecule (ωB97M-V/def2-TZVPD).

Structure (XYZ):
```
14
C3H7NO3 ωB97M-V/def2-TZVPD
O 2.983 -0.116 -0.519
C 1.888 0.071 -0.047
O 1.624 -0.043 1.274
N 0.808 0.511 -0.725
C -0.538 0.635 -0.197
C -1.196 -0.715 0.028
O -2.498 -0.574 0.564
H 2.454 -0.332 1.676
H 0.948 0.698 -1.709
H -0.525 1.198 0.738
H -1.106 1.196 -0.932
H -0.625 -1.286 0.756
H -1.244 -1.290 -0.913
H -2.973 0.049 0.005
```

Calculated values
Multiplicity: 1
SMILES: O=C(O)NCCO

***

*x*
Entry from OMol25: 2 unconnected molecules or ions with the total composition C3H7NO3 (ωB97M-V/def2-TZVPD).

Structure (XYZ):
```
14
C3H7NO3 ωB97M-V/def2-TZVPD
C 0.132 0.211 -0.633
C 1.199 -0.359 0.299
C -1.283 -0.450 -0.249
H 0.921 2.272 -0.762
H -0.136 2.288 0.278
H -0.004 -0.075 -1.711
H 1.089 -0.010 1.397
H 2.507 0.339 0.047
H 0.499 -2.154 0.203
H -2.608 -0.748 1.349
N -0.117 1.683 -0.362
O 1.345 -1.693 0.042
O -1.720 -0.021 0.999
O -1.824 -1.280 -0.898
```

Calculated values
Multiplicity: 1

***

Verdict on stability: *x* comes out at the bottom.

***

*w*
Entry from OMol25: 6 unconnected molecules or ions with the total composition CH13NO6 (ωB97M-V/def2-TZVPD).

Structure (XYZ):
```
21
CH13NO6 ωB97M-V/def2-TZVPD
N 0.389 -2.270 0.715
C 0.284 -1.576 -0.468
O 1.061 -0.701 -0.803
H -0.277 -2.971 0.975
H 1.114 -1.985 1.354
H -0.393 -2.089 -1.157
O -0.138 1.067 -2.454
H 0.132 0.310 -1.894
H 0.503 1.727 -2.152
O -2.256 -1.795 0.731
H -2.044 -0.915 0.342
H -3.076 -1.623 1.227
O 2.498 1.047 0.637
H 2.040 0.483 -0.027
H 3.096 1.664 0.197
O 0.191 2.383 1.226
H 0.981 1.958 0.829
H 0.411 2.274 2.159
O -1.741 0.705 -0.397
H -1.496 1.048 -1.288
H -1.279 1.258 0.250
```

Calculated values
Multiplicity: 1
SMILES: NC=O.O.O.O.O.O

***

*x*
Entry from OMol25: 6 unconnected molecules or ions with the total composition CH13NO6 (ωB97M-V/def2-TZVPD).

Structure (XYZ):
```
21
CH13NO6 ωB97M-V/def2-TZVPD
N 0.306 0.180 -0.674
C 1.118 0.405 -1.756
O 0.802 0.047 -2.871
H 0.486 0.822 0.076
H -0.515 -0.400 -0.723
H 2.108 0.758 -1.472
O 2.376 -0.975 1.180
H 1.988 -1.242 0.340
H 3.275 -1.296 1.301
O -1.385 2.070 -0.016
H -0.484 2.215 0.278
H -1.824 2.890 0.259
O -1.720 -1.579 -1.638
H -2.583 -1.869 -1.938
H -1.296 -0.918 -2.198
O -2.330 -3.035 1.336
H -1.928 -2.224 1.666
H -2.063 -2.976 0.405
O 0.822 2.469 2.170
H 1.286 1.660 2.444
H 1.560 2.997 1.832
```

Calculated values
Multiplicity: 1
SMILES: NC=O.O.O.O.O.O

***

Verdict on stability: *x* comes out at the bottom.

***

*w*
Entry from OMol25: a single C3H6O2 molecule (ωB97M-V/def2-TZVPD).

Structure (XYZ):
```
11
C3H6O2 ωB97M-V/def2-TZVPD
C 0.851 0.656 -1.178
C 0.321 0.150 -0.068
O 0.919 0.176 1.158
C -0.996 -0.586 0.025
O -1.626 -0.399 1.267
H 1.818 1.154 -1.183
H 0.326 0.569 -2.121
H 1.808 0.547 1.082
H -0.819 -1.656 -0.171
H -1.674 -0.215 -0.748
H -0.927 -0.395 1.936
```

Calculated values
Multiplicity: 1
SMILES: C=C(O)CO

***

*x*
Entry from OMol25: a single C3H6O2 molecule (ωB97M-V/def2-TZVPD).

Structure (XYZ):
```
11
C3H6O2 ωB97M-V/def2-TZVPD
O 1.153 -0.606 1.330
C -0.121 -0.193 0.929
C -0.809 -0.782 -0.349
C -0.205 0.693 -0.266
O 1.105 0.865 -0.719
H 1.747 -0.166 0.667
H -0.763 0.041 1.750
H -1.958 -0.832 -0.353
H -0.228 -1.498 -0.981
H -0.867 1.601 -0.323
H 0.945 0.876 -1.686
```

Calculated values
Multiplicity: 1
SMILES: O[C@@H]1C[C@@H]1O

***

Verdict on stability: *x* comes out at the bottom.